[1]
A molecular structure, C36H29N13O4S3W. Source: the OMol25 dataset; level of theory: ωB97M-V/def2-TZVPD.

```
! wB97M-V def2-TZVPD RIJCOSX def2/J DEFGRID3
* xyz 0 3
W 0.995 0.112 0.613
C -0.090 3.342 3.300
C 0.662 2.326 2.522
N 0.164 1.133 2.196
N -0.967 0.681 2.819
C -1.416 -0.312 2.146
O -0.762 -0.746 1.078
C -2.684 -0.982 2.476
C -3.085 -2.108 1.763
C -4.288 -2.732 2.062
C -5.091 -2.237 3.078
C -4.689 -1.115 3.795
C -3.492 -0.489 3.497
C 2.011 2.456 2.145
C 2.835 3.550 2.463
C 4.188 3.435 2.314
C 4.728 2.222 1.849
C 3.881 1.213 1.482
N 2.538 1.325 1.562
H -1.142 3.077 3.340
H 0.013 4.325 2.835
H 0.300 3.395 4.320
H -2.454 -2.483 0.966
H -4.597 -3.606 1.502
H -6.030 -2.722 3.314
H -5.316 -0.726 4.587
H -3.171 0.389 4.042
H 2.386 4.444 2.873
H 4.839 4.258 2.579
H 5.795 2.066 1.778
H 4.264 0.277 1.109
N -4.163 -1.770 -4.601
C -3.677 -0.865 -3.667
C -3.795 -1.130 -2.300
C -3.264 -0.259 -1.371
C -2.605 0.886 -1.801
C -2.483 1.168 -3.155
C -3.014 0.293 -4.082
S -1.916 1.970 -0.613
O -1.929 3.305 -1.121
O -2.509 1.674 0.652
N -0.327 1.471 -0.526
C 0.620 1.977 -1.340
N 0.523 2.831 -2.359
C 1.667 3.128 -2.951
C 2.910 2.601 -2.592
C 2.918 1.686 -1.564
N 1.772 1.385 -0.962
H -4.901 -2.375 -4.280
H -4.338 -1.399 -5.520
H -4.312 -2.024 -1.968
H -3.366 -0.453 -0.312
H -1.973 2.071 -3.468
H -2.916 0.502 -5.141
H 1.599 3.827 -3.780
H 3.817 2.876 -3.107
H 3.812 1.179 -1.227
S 4.730 -1.881 -1.657
C 3.565 -1.337 -0.705
N 2.718 -0.942 0.011
N 0.176 -3.196 0.439
C -0.052 -2.617 -0.748
N 0.370 -1.428 -1.132
C 0.168 -1.277 -2.522
C 0.713 -0.310 -3.361
C 0.442 -0.344 -4.718
C -0.353 -1.340 -5.275
C -0.854 -2.347 -4.470
C -0.573 -2.304 -3.115
S -0.931 -3.532 -1.941
H 0.453 -2.610 1.230
H -0.330 -4.038 0.655
H 1.397 0.428 -2.987
H 0.878 0.413 -5.356
H -0.555 -1.348 -6.338
H -1.442 -3.153 -4.888
N 3.072 -2.834 2.337
C 2.509 -1.687 2.782
O 1.394 -1.329 2.218
C 3.088 -0.988 3.838
C 2.460 0.137 4.428
N 1.967 1.052 4.927
C 4.341 -1.432 4.335
N 5.375 -1.828 4.659
H 2.827 -3.134 1.408
H 3.973 -3.112 2.694
*
```

Properties
DFT total energy ... -3663.862594 Ha
<S²> ... 2.021
Max |F| ... 0.8 eV/Å
Energy relative to the best compared isomer or geometry (same formula, charge and spin) ... 14.40 kcal per mole
Frontier orbital gap (alpha / beta) ... 5.959 / 6.642 eV
E_HOMO (alpha / beta) ... -0.235 / -0.300 Ha

---

[2]
A molecular structure, C36H29N7O3RuS2 in a non-equilibrium geometry. Source: the OMol25 dataset; level of theory: ωB97M-V/def2-TZVPD.

```
! wB97M-V def2-TZVPD RIJCOSX def2/J DEFGRID3
* xyz 1 2
Ru 0.794 -0.091 -0.700
C 0.446 -2.815 -4.294
O 1.841 -2.734 -3.839
C 1.835 -1.819 -2.888
N 0.765 -1.160 -2.652
C -0.236 -1.588 -3.654
C -1.614 -1.864 -3.118
C -1.816 -2.380 -1.846
C -3.104 -2.636 -1.395
C -4.193 -2.394 -2.218
C -3.994 -1.894 -3.498
C -2.709 -1.627 -3.943
C 3.065 -1.488 -2.139
C 4.370 -1.827 -2.454
C 5.385 -1.322 -1.648
C 5.080 -0.511 -0.559
C 3.748 -0.227 -0.323
N 2.780 -0.704 -1.105
C 3.179 0.612 0.745
N 1.909 0.763 0.830
C 1.631 1.670 1.970
C 3.056 2.026 2.456
O 3.955 1.217 1.628
C 0.795 2.874 1.623
C 1.087 3.656 0.513
C 0.319 4.776 0.230
C -0.736 5.126 1.060
C -1.020 4.358 2.181
C -0.254 3.236 2.462
H 0.039 -3.757 -3.930
H 0.455 -2.801 -5.379
H -0.303 -0.768 -4.373
H -0.972 -2.592 -1.201
H -3.254 -3.023 -0.396
H -5.196 -2.595 -1.866
H -4.840 -1.702 -4.144
H -2.558 -1.213 -4.934
H 4.578 -2.460 -3.304
H 6.416 -1.561 -1.869
H 5.848 -0.100 0.082
H 1.090 1.080 2.713
H 3.247 1.766 3.493
H 3.302 3.070 2.280
H 1.908 3.390 -0.141
H 0.543 5.372 -0.645
H -1.333 6.001 0.838
H -1.841 4.627 2.832
H -0.487 2.627 3.327
S -1.134 0.323 0.384
C -1.898 1.647 -0.392
C -3.127 2.155 0.064
C -3.715 3.222 -0.569
C -4.962 3.738 -0.074
N -5.951 4.157 0.333
C -3.084 3.813 -1.694
C -1.883 3.322 -2.143
C -1.265 2.239 -1.491
S 0.268 1.682 -2.037
C -3.688 4.932 -2.364
N -4.163 5.832 -2.896
H -3.613 1.700 0.916
H -1.399 3.777 -2.998
N 0.806 -1.883 0.547
C 0.723 -2.060 1.693
N 0.597 -2.283 2.966
C 1.721 -2.730 3.803
C 1.385 -4.100 4.369
O 0.150 -4.060 5.056
C -0.922 -3.731 4.193
C -0.730 -2.343 3.607
H 1.844 -2.012 4.616
H 2.629 -2.755 3.203
H 2.141 -4.407 5.090
H 1.343 -4.840 3.560
H -1.831 -3.763 4.791
H -1.000 -4.473 3.389
H -0.754 -1.594 4.400
H -1.492 -2.102 2.868
*
```

Properties
DFT total energy ... -2889.371785 Ha
<S²> ... 0.763
Max |F| ... 1.2 eV/Å
Energy relative to the best compared isomer or geometry (same formula, charge and spin) ... 0.00 kcal per mole
Frontier orbital gap (alpha / beta) ... 6.073 / 5.981 eV
E_HOMO (alpha / beta) ... -0.359 / -0.370 Ha